Record 1
Here is a 7-piece molecular cluster, C41H61ClF7O17PS3 overall at a distorted geometry from the Open Molecules 2025 dataset. Energies are from ωB97M-V/def2-TZVPD.

As for the charge: 0. As for the electronic energy: -151654.09513 eV. The SMILES is COCCCC[C@@H]1OS(=O)(=O)[C@](CCCS)(CC(=O)Cl)C[C@@]1([PH2]=S)C(F)(F)C(F)(F)C(F)(F)F.O=C1CCCO1.O=C1CCCO1.O=C1CCCO1.O=C1CCCO1.O=C1CCCO1.O=C1CCCO1.

Last column: Mulliken charge in e.
Geometry (Å):
H1 -4.575 1.586 0.748  0.016
C1 2.349 -0.597 -0.429  -1.470
H2 9.001 -0.947 7.262  0.269
O1 -0.680 6.536 -9.039  -0.592
C2 -0.281 -0.629 -0.509  1.787
H3 6.033 1.408 1.464  0.448
H4 0.251 -4.380 5.059  -0.306
C3 -1.557 -1.508 1.667  0.645
O2 2.110 -5.920 5.799  -0.597
C4 -6.369 1.123 -4.336  -0.562
H5 -3.215 5.671 -10.070  0.214
F1 -1.473 0.144 -2.348  -0.185
H6 -1.107 1.268 -5.685  -0.093
H7 4.981 0.340 2.317  0.182
H8 -2.820 8.083 -11.895  0.259
C5 -0.624 -4.775 5.557  0.141
H9 5.182 0.956 -0.571  0.357
H10 -0.353 2.527 -8.365  0.274
O3 -4.952 0.345 -1.307  -0.455
C6 3.009 -5.403 5.203  0.463
C7 8.139 -1.268 7.848  -0.567
H11 -1.796 -2.271 -1.908  0.019
H12 4.640 -3.104 4.810  0.116
O4 6.719 -2.204 6.220  -0.205
C8 -2.437 -2.759 1.513  -0.597
H13 2.976 -1.379 -0.033  0.807
H14 2.288 -0.787 -1.485  0.225
H15 -2.865 -6.418 6.187  0.284
C9 3.074 -5.208 3.710  0.259
H16 -1.964 -3.523 0.916  0.847
F2 -0.798 2.698 -2.160  -0.326
C10 -3.379 0.019 2.632  -1.011
O5 1.020 -2.042 0.900  -0.463
H17 -0.552 -6.976 5.570  0.356
H18 -1.735 4.098 -6.149  0.278
H19 3.073 1.298 -1.055  0.333
C11 -1.486 -0.522 0.484  -1.343
S1 0.096 -2.153 2.177  1.712
H20 1.040 -0.040 1.132  0.930
C12 -3.359 8.518 -9.855  -0.411
H21 -0.758 -6.239 3.984  0.134
H22 2.837 1.034 2.863  0.155
H23 3.887 1.991 3.929  0.396
C13 -2.957 2.752 -7.264  0.654
C14 3.353 1.979 2.989  -0.590
O6 -2.907 -4.744 4.980  -0.394
O7 -1.933 -2.745 5.181  -0.648
C15 4.891 -4.164 4.801  -0.155
C16 -1.022 -6.153 5.039  -0.358
O8 -4.812 -2.548 1.808  -0.501
C17 7.599 -2.582 7.296  -0.470
C18 -1.846 -3.937 5.225  0.455
O9 -2.115 8.242 -9.184  -0.363
Cl1 -4.231 -2.497 -0.711  -0.128
C19 -1.734 3.639 -7.138  0.123
C20 -3.869 -2.591 1.024  0.071
H24 8.378 -3.229 6.901  0.332
H25 -0.469 -4.770 6.636  0.512
H26 -4.364 7.371 -11.431  0.338
O10 -0.039 -3.552 2.434  -0.693
C21 4.535 -4.829 3.474  -0.619
H27 5.935 -4.277 5.064  0.237
H28 0.328 2.924 -6.790  0.374
H29 -0.808 0.462 -7.234  0.352
C22 -2.574 6.401 -10.569  -0.362
C23 6.299 -0.926 6.383  0.419
F3 0.200 2.000 1.118  -0.091
H30 -1.733 4.408 -7.905  -0.281
H31 -2.560 -3.172 2.497  0.031
H32 -2.401 -0.501 -0.088  0.627
O11 4.244 2.232 1.912  -0.465
H33 4.845 -0.542 0.202  0.452
H34 -1.295 0.031 3.115  0.786
O12 4.077 -4.831 5.795  -0.359
H35 2.591 1.288 0.607  0.144
H36 -2.112 -1.364 3.736  1.028
C24 1.016 -0.716 0.289  -0.806
C25 -2.538 -6.120 5.189  -0.559
H37 -1.416 0.454 0.933  -0.372
C26 -3.363 7.607 -11.078  -0.522
H38 -1.996 5.912 -11.347  0.344
C27 5.000 1.098 1.546  -0.553
H39 -3.392 9.573 -10.110  0.306
H40 5.129 -5.732 3.327  0.306
H41 -4.176 8.294 -9.168  0.262
C28 4.574 0.505 0.197  -0.982
H42 2.609 2.761 2.978  0.286
C29 -0.840 1.919 -1.048  0.715
C30 -5.372 2.266 -4.258  -0.230
H43 -6.070 0.359 -5.056  0.272
H44 2.382 -4.401 3.471  -0.415
H45 -3.361 1.855 3.801  0.463
H46 -2.257 1.856 2.430  -0.118
C31 0.054 2.673 -0.030  0.231
H47 -3.781 -0.149 1.649  0.075
C32 -2.042 -0.709 2.882  -1.514
C33 -4.364 1.734 -3.244  0.129
F4 1.240 2.934 -0.576  -0.264
O13 -6.361 0.531 -3.019  -0.423
C34 -0.587 2.643 -7.306  -0.587
H48 2.786 -6.109 3.178  0.439
C35 -1.655 7.020 -9.532  0.533
P1 -0.477 -2.258 -1.467  0.163
H49 -5.861 3.156 -3.859  0.303
C36 -1.208 1.358 -6.769  -0.041
H50 7.018 -3.137 8.034  0.301
C37 -3.228 1.544 2.779  -0.320
H51 6.250 -0.325 8.425  0.272
O14 0.626 -1.406 3.268  -0.858
S2 0.753 -2.569 -2.945  -0.414
H52 -7.377 1.450 -4.573  0.363
S3 -4.444 2.450 1.762  -0.251
O15 5.501 -0.421 5.653  -0.557
F5 0.635 0.645 -2.331  -0.324
H53 -4.934 2.523 -5.218  0.001
O16 -4.083 3.111 -7.454  -0.640
H54 -3.053 -6.734 4.454  0.366
F6 -0.556 3.840 0.247  -0.313
O17 -2.613 1.459 -7.087  -0.401
H55 -4.083 -0.297 3.381  0.562
H56 -3.585 1.137 -3.719  -0.009
H57 -0.401 -3.293 -0.534  0.003
F7 -2.109 1.932 -0.603  0.091
C38 3.105 0.719 -0.148  -0.187
H58 7.279 0.700 7.397  0.309
H59 8.448 -1.338 8.889  0.327
H60 -3.916 2.516 -2.644  0.255
C39 -0.431 0.491 -1.534  0.594
H61 4.700 -4.176 2.619  0.326
C40 -5.210 0.818 -2.382  0.294
C41 6.966 -0.318 7.603  -0.414

Record 2
Here is C41H62F3N4O2ReSb as an isolated structure at a distorted geometry from the Open Molecules 2025 dataset. Energies are from ωB97M-V/def2-TZVPD.

As for the charge: +2. As for the electronic energy: -70378.72275 eV. Its spin multiplicity is 4. For the energy above the lowest of the compared OMol25 structures with the same formula, charge and spin, the calculation gives 6.240 eV.

Last column: Mulliken charge in e.
Geometry (Å):
C1 2.515 -12.627 13.801  1.569
H1 3.165 -20.526 17.811  0.468
H2 2.542 -21.398 20.008  0.413
H3 2.364 -16.148 16.150  0.423
C2 2.272 -18.892 10.237  -0.235
C3 7.474 -18.351 9.528  0.266
H4 -0.904 -13.906 10.293  0.493
H5 6.914 -13.750 13.519  0.436
C4 6.180 -13.176 12.907  -1.597
H6 0.928 -21.816 20.439  0.406
C5 2.287 -19.876 17.904  -1.615
H7 -1.835 -16.599 18.138  0.393
H8 3.836 -16.793 15.443  0.490
H9 0.521 -15.414 14.393  0.284
C6 3.932 -12.311 13.542  0.708
H10 6.058 -15.546 15.286  0.286
C7 -1.044 -18.955 15.645  -1.238
F1 8.446 -20.257 10.647  -0.287
H11 6.509 -15.355 13.604  0.357
H12 -0.654 -10.643 9.441  0.437
C8 0.726 -14.364 14.395  -1.632
H13 2.453 -16.903 14.379  -0.219
H14 0.777 -17.228 10.260  0.400
H15 -1.200 -12.133 10.808  0.370
H16 0.711 -12.083 12.893  0.080
C9 6.059 -16.062 9.774  -0.066
H17 -0.956 -12.691 9.081  0.410
H18 6.789 -18.427 7.516  0.423
C10 -0.705 -12.873 10.095  -2.093
H19 6.231 -13.518 11.941  0.292
H20 6.426 -12.114 12.940  0.488
C11 8.014 -19.844 9.445  0.697
C12 2.183 -13.984 14.367  0.096
C13 6.086 -16.681 8.540  -0.871
C14 1.229 -20.669 18.560  0.322
C15 2.965 -11.579 8.431  -1.358
H21 -2.573 -18.990 17.191  0.310
C16 2.342 -17.000 11.707  0.234
Sb1 -0.699 -19.682 18.703  0.832
C17 3.956 -18.823 11.925  -0.066
H22 -1.970 -16.530 16.460  0.490
H23 3.916 -11.260 8.123  0.496
H24 1.103 -14.507 10.576  -0.139
H25 2.671 -19.089 18.409  0.454
H26 6.781 -16.059 11.863  0.125
H27 4.297 -10.370 14.064  0.372
H28 3.366 -11.615 10.527  -0.559
Re1 2.989 -14.126 12.354  2.373
C18 4.227 -10.957 13.153  -2.320
C19 0.312 -10.253 9.802  -0.933
C20 -2.097 -21.266 18.860  0.337
C21 -2.794 -21.754 17.598  -1.674
N1 1.563 -13.596 10.790  0.022
C22 7.496 -17.712 10.796  -0.460
H29 4.860 -20.973 10.515  0.375
C23 4.469 -14.665 14.026  0.826
C24 5.084 -15.062 10.205  0.405
H30 2.831 -9.984 9.831  0.634
F2 8.952 -19.993 8.512  -0.246
C25 2.668 -11.074 9.790  -0.007
C26 -3.198 -20.845 19.878  -1.466
H31 1.521 -20.223 20.787  0.352
H32 -2.994 -20.966 20.880  0.421
H33 -3.293 -22.672 17.841  0.530
F3 7.026 -20.691 9.150  -0.216
N2 3.429 -17.512 12.202  0.497
C27 2.919 -16.225 15.200  -1.622
H34 -0.435 -16.671 17.145  0.295
H35 2.299 -11.221 7.649  0.306
H36 0.709 -11.804 14.552  0.388
C28 1.555 -21.003 20.015  -1.427
H37 0.767 -9.659 9.023  0.510
H38 -4.029 -21.444 19.530  0.410
C29 1.319 -11.645 13.697  -2.064
H39 -0.856 -8.696 10.967  0.429
H40 0.950 -21.582 17.998  0.394
H41 -0.078 -18.457 15.573  0.118
N3 1.242 -11.340 10.133  0.758
H42 3.257 -21.581 10.199  0.301
H43 3.594 -10.416 12.525  0.409
C30 6.847 -17.798 8.395  -0.662
H44 -1.696 -18.526 14.894  0.455
C31 4.807 -13.375 13.432  0.328
H45 -1.639 -22.216 19.233  0.380
C32 3.892 -20.648 10.108  -1.263
H46 -3.452 -19.821 19.820  0.371
O1 4.806 -19.306 12.582  -0.621
C33 -0.073 -9.471 11.146  -0.980
C34 0.741 -12.650 10.370  0.611
C35 -1.566 -18.623 17.024  0.323
H47 -0.456 -10.110 11.911  0.164
H48 0.816 -9.000 11.509  0.329
H49 -3.582 -21.147 17.252  0.440
H50 5.412 -16.676 14.001  0.546
H51 7.824 -18.141 11.702  0.484
C36 5.707 -15.703 14.259  -2.209
C37 4.249 -14.664 10.969  -0.384
C38 6.819 -16.545 10.893  -0.131
H52 3.016 -12.676 8.575  0.233
O2 1.883 -15.878 12.125  -0.710
H53 1.948 -19.624 16.878  0.341
H54 1.544 -10.661 13.533  0.685
C39 1.700 -17.712 10.643  -1.257
H55 5.497 -16.410 7.696  0.510
H56 -0.937 -19.923 15.408  0.456
H57 5.153 -10.834 12.632  0.568
H58 4.003 -20.499 9.100  0.497
H59 0.316 -13.831 15.283  0.469
C40 3.222 -14.913 14.607  1.409
H60 0.310 -13.871 13.543  0.206
H61 -2.042 -21.921 16.749  0.260
H62 1.855 -19.416 9.368  0.463
C41 -1.461 -17.078 17.197  -1.529
N4 3.380 -19.473 10.812  0.221